(1)
Here is an isolated ion of composition C6H7O3 and charge -1 from the Open Molecules 2025 dataset. Energies are from ωB97M-V/def2-TZVPD.

Output
* HOMO: -4.40 eV
* net charge: -1
* SMILES: C=CC(O)(C=C)C(=O)[O-]
* LUMO: 3.9814 eV

Positions of all 16 atoms, in Å:
C1 1.835 -1.660 0.330
C2 0.859 -0.926 -0.251
C3 -0.098 -0.084 0.470
O1 0.254 0.269 1.792
C4 -0.384 1.324 -0.356
C5 -0.138 1.622 -1.637
C6 -1.605 -0.499 0.497
O2 -2.074 -0.907 -0.503
O3 -2.143 -0.204 1.572
H1 2.543 -2.375 -0.222
H2 1.939 -1.566 1.384
H3 1.017 -0.741 -1.339
H4 -0.671 0.347 2.116
H5 -1.221 1.868 0.263
H6 -0.703 2.548 -1.931
H7 0.589 0.985 -2.184

(2)
Here is an isolated ion of composition C6H7O3 and charge -1 from the Open Molecules 2025 dataset. Energies are from ωB97M-V/def2-TZVPD.

Output
* HOMO (spin up / spin down): -2.63 / -2.63 eV
* net charge: -1
* SMILES: C=C[C@@]1(O)O[C@@]1([O-])C=C
* LUMO (spin up / spin down): 4.1452 / 4.1452 eV

Positions of all 16 atoms, in Å:
C1 -0.167 -2.083 0.099
C2 -0.875 -1.146 0.767
C3 -1.814 -0.283 0.143
O1 -2.635 -0.678 -0.835
O2 -2.276 0.929 0.712
C4 -1.254 1.184 -0.190
O3 -1.399 1.538 -1.380
C5 0.030 1.727 0.409
C6 1.101 1.019 0.155
H1 0.652 -2.577 0.683
H2 -0.377 -2.740 -0.809
H3 -0.858 -0.882 1.871
H4 -2.683 0.075 -1.441
H5 -0.108 2.826 0.890
H6 2.196 1.159 0.354
H7 0.944 0.138 -0.441

(3)
Here is one molecule with the formula C6H7O3 from the Open Molecules 2025 dataset. Energies are from ωB97M-V/def2-TZVPD.

Output
* HOMO (spin up / spin down): -7.77 / -10.03 eV
* LUMO (spin up / spin down): 0.5266 / -0.5022 eV
* expectation value of S²: 0.782
* multiplicity: 2

Positions of all 16 atoms, in Å:
C1 0.760 1.281 -1.026
C2 0.878 1.577 0.398
C3 0.406 0.486 1.366
C4 -0.471 -0.625 0.778
C5 -0.569 -0.741 -0.726
C6 0.179 0.102 -1.504
O1 -1.230 -1.865 -1.240
O2 1.813 0.871 1.163
O3 -0.074 -1.855 1.391
H1 1.192 2.016 -1.701
H2 0.769 2.616 0.751
H3 0.195 0.673 2.421
H4 -1.482 -0.333 1.130
H5 -2.030 -1.536 -1.696
H6 0.306 -0.095 -2.568
H7 -0.643 -2.571 1.063

(4)
Here is an isolated ion of composition C6H7O3S and charge -1 from the Open Molecules 2025 dataset. Energies are from ωB97M-V/def2-TZVPD.

Output
* HOMO: -3.81 eV
* net charge: -1
* LUMO: 3.0233 eV

Positions of all 17 atoms, in Å:
C1 -1.190 0.083 -0.152
C2 -0.953 -1.254 0.050
C3 -2.404 0.735 -0.011
C4 0.442 -1.754 0.078
C5 1.987 0.383 0.468
C6 2.637 1.577 -0.097
O1 -3.474 -0.058 0.305
O2 -2.580 1.925 -0.237
O3 -1.813 -2.141 0.108
S1 1.803 -0.830 -0.625
H1 0.758 -1.945 1.086
H2 0.428 -2.616 -0.460
H3 -0.374 0.804 -0.253
H4 1.600 2.098 -0.542
H5 3.350 1.566 -0.899
H6 2.967 2.346 0.575
H7 -3.185 -0.918 0.608

(5)
Here is one molecule with the formula C6H8 from the Open Molecules 2025 dataset. Energies are from ωB97M-V/def2-TZVPD.

Output
* HOMO: -6.97 eV
* LUMO: -1.4378 eV

Positions of all 14 atoms, in Å:
C1 -0.540 1.563 -0.816
C2 0.608 2.299 -0.500
C3 0.107 -0.435 0.454
C4 -0.662 0.221 -0.516
C5 0.153 -1.938 0.313
C6 -0.727 -1.663 1.446
H1 -1.355 2.045 -1.354
H2 1.507 1.787 -0.811
H3 0.635 3.370 -0.536
H4 -1.274 -0.573 -0.924
H5 1.047 -0.013 0.867
H6 -0.261 -2.427 -0.564
H7 1.147 -2.332 0.503
H8 -0.386 -1.905 2.438

(6)
Here is one molecule with the formula C6H8 from the Open Molecules 2025 dataset. Energies are from ωB97M-V/def2-TZVPD.

Output
* HOMO: -8.67 eV
* LUMO: -0.3818 eV

Positions of all 14 atoms, in Å:
C1 1.536 1.090 -0.800
C2 0.171 0.833 -0.230
C3 1.780 -0.458 -0.257
C4 0.242 -0.517 0.112
C5 -0.976 1.801 -0.191
C6 -0.740 -1.614 0.469
H1 2.059 -1.088 -1.053
H2 2.344 -0.504 0.757
H3 -1.892 1.236 -0.270
H4 -0.833 2.430 -1.131
H5 -0.924 2.396 0.705
H6 -1.526 -1.213 1.059
H7 -0.236 -2.256 1.176
H8 -1.004 -2.137 -0.346